DFT (ωB97M-V/def2-TZVPD) results for a molecular structure, C18H63B2NO7 at a distorted geometry.

XYZ file:
```
91
Properties=species:S:1:pos:R:3:forces:R:3:mulliken_charge:R:1
O 31.55820 -9.81392 27.44016 0.4 -0.6 0.3 -0.32
H 31.07094 -9.33559 28.17218 -0.1 0.2 0.4 0.66
H 31.30109 -9.40360 26.57674 -0.1 0.1 -0.3 0.20
H 32.56443 -9.68826 27.52024 -0.5 0.2 -0.2 0.44
N 34.37047 -7.96940 25.10297 -1.2 1.4 -4.6 -0.06
H 33.34643 -8.11832 24.91094 0.8 0.3 -0.1 -0.57
H 34.91492 -8.37864 24.34440 -0.2 0.2 -0.2 0.37
H 34.58560 -8.49827 25.98210 0.2 0.2 -0.4 0.12
H 34.60436 -6.98728 25.20902 -0.1 0.0 0.0 0.45
B 31.38199 -8.42522 24.94778 -0.3 0.0 -0.4 3.68
H 30.37513 -9.06652 25.10461 -0.3 -0.1 0.2 -0.65
H 31.23514 -7.73278 23.97923 0.1 0.1 -0.3 -0.81
H 31.59486 -7.75388 25.92249 0.2 0.1 0.1 -0.27
H 32.26044 -9.22028 24.73901 0.1 -0.2 0.0 -0.56
B 34.39646 -8.95698 27.37783 0.3 -1.2 2.8 -0.33
H 34.96640 -9.70574 28.12400 0.1 -0.1 0.1 -0.18
H 35.18460 -8.20729 26.84685 0.8 -0.4 2.4 0.00
H 33.81513 -9.60872 26.53005 0.1 -0.4 0.3 -0.16
H 33.61254 -8.29544 28.02418 -0.1 0.2 -0.2 -0.13
C 30.21747 -6.72813 30.88342 -0.7 -0.3 0.3 -1.48
C 29.87583 -7.27306 29.51368 0.1 0.7 -0.5 0.77
C 30.52000 -6.46544 28.40267 0.5 0.0 0.4 -1.12
O 30.30485 -8.64235 29.38313 0.0 -0.1 -0.1 -0.56
H 29.83718 -5.70799 30.94758 0.3 0.1 0.0 0.37
H 31.27697 -6.79321 31.11908 0.1 0.2 -0.2 0.35
H 29.66686 -7.28052 31.65377 0.1 -0.1 0.0 0.43
H 28.79734 -7.19991 29.33615 0.0 -0.3 0.2 0.12
H 30.32655 -6.88748 27.41852 -0.1 0.2 0.0 -0.03
H 31.60201 -6.38988 28.55572 0.0 -0.3 -0.1 0.36
H 30.16111 -5.43824 28.46335 -0.3 -0.1 -0.2 0.47
H 29.85896 -9.17588 30.04761 0.0 -0.1 0.0 0.26
C 33.10314 -6.53638 21.60626 0.2 0.3 -0.2 -0.56
C 32.97983 -7.31175 20.32100 0.7 -0.4 -0.3 0.67
C 33.51359 -6.53450 19.12906 -0.4 0.1 -0.6 -1.53
O 33.77116 -8.49558 20.52697 -0.3 0.0 0.0 -0.51
H 32.54230 -5.60620 21.52672 -0.2 -0.1 0.2 0.25
H 34.15337 -6.25620 21.73509 0.0 -0.1 0.0 0.38
H 32.79808 -7.12446 22.46956 -0.2 0.0 -0.1 -0.31
H 31.94454 -7.58766 20.09196 -0.1 0.0 0.3 0.10
H 32.98184 -5.58246 19.04028 0.2 0.1 0.1 0.37
H 33.30344 -7.05360 18.18771 0.0 -0.2 0.1 0.42
H 34.59086 -6.37554 19.15464 0.0 0.1 0.3 0.34
H 33.66468 -9.07691 19.76787 0.0 0.0 0.0 0.33
C 28.68941 -4.13892 23.61212 -0.2 0.6 0.4 -1.64
C 29.80982 -5.14493 23.69161 0.4 0.3 -0.2 1.15
C 31.16818 -4.44962 23.75260 -0.1 0.2 -0.4 -1.58
O 29.61818 -5.93944 24.85396 -0.1 -0.1 0.0 -0.35
H 28.94272 -3.30395 22.95522 0.0 -0.2 -0.2 0.48
H 28.56148 -3.67889 24.59742 0.0 -0.2 0.0 0.30
H 27.72478 -4.54780 23.31786 0.1 -0.2 0.0 0.31
H 29.81271 -5.77451 22.78976 -0.1 -0.1 0.1 0.12
H 31.17181 -3.61842 24.45953 0.0 -0.2 0.3 0.39
H 31.39271 -4.00193 22.77946 0.0 -0.1 0.0 0.45
H 31.94863 -5.17770 23.97188 0.1 0.1 0.2 0.14
H 30.21157 -6.70923 24.77932 -0.1 0.2 0.1 -0.69
C 29.52124 -10.00935 21.84408 -0.6 0.8 0.0 -1.08
C 29.44342 -11.15759 22.82170 0.5 -0.8 0.1 0.95
C 29.29288 -12.50909 22.14612 -0.2 0.3 0.0 -1.73
O 30.66132 -11.23067 23.59119 -0.4 0.4 -0.3 -0.69
H 29.76377 -9.08334 22.37680 0.2 -0.1 0.0 0.07
H 28.55170 -9.79121 21.38254 0.0 -0.3 0.0 0.47
H 30.22924 -10.16180 21.02897 0.2 -0.2 0.2 0.25
H 28.61618 -11.03100 23.52910 -0.1 0.2 -0.1 0.01
H 28.36749 -12.53539 21.56743 0.0 0.0 0.0 0.42
H 29.24658 -13.29794 22.89478 0.1 -0.1 0.0 0.40
H 30.13594 -12.67022 21.47371 0.0 -0.1 0.0 0.35
H 30.80220 -10.33027 23.91995 0.1 -0.1 0.2 -0.23
C 35.43780 -12.66968 23.91228 0.2 0.6 -0.1 -1.62
C 34.27503 -11.72160 23.70513 -0.2 0.5 0.0 1.61
C 33.93651 -11.46599 22.24443 -0.1 -0.6 -0.2 -1.20
O 33.15761 -12.24332 24.40727 0.2 0.0 -0.1 -0.58
H 35.28544 -13.58829 23.34822 -0.1 -0.2 0.3 0.36
H 35.55588 -12.81186 24.98566 0.0 -0.5 -0.1 0.40
H 36.37098 -12.22082 23.55958 -0.1 0.0 -0.1 0.38
H 34.52700 -10.73706 24.14659 0.1 -0.2 0.1 -0.55
H 33.10320 -10.76833 22.14645 0.2 0.2 0.0 0.17
H 33.61187 -12.40141 21.77538 0.1 0.0 0.1 0.34
H 34.80367 -11.10802 21.68684 0.0 0.2 0.1 0.38
H 32.36264 -11.80844 24.06335 -0.1 -0.3 0.0 0.46
C 26.58490 -7.48912 23.88977 -0.4 0.4 -0.3 -0.91
C 26.54217 -7.55726 25.40936 0.3 -0.5 0.1 0.42
C 27.23789 -8.79582 25.97028 0.8 0.1 -0.3 -0.67
O 27.09691 -6.38402 25.97295 -0.4 0.1 0.2 -0.60
H 25.84554 -6.75385 23.55692 0.0 -0.1 0.0 0.29
H 26.34830 -8.43931 23.40673 0.0 0.0 0.1 0.38
H 27.53772 -7.11616 23.50752 0.2 -0.3 0.2 -0.05
H 25.49726 -7.63589 25.72330 0.0 0.4 0.1 0.36
H 27.40394 -8.69070 27.04341 -0.4 -0.1 0.1 0.17
H 28.24738 -8.87444 25.54590 -0.1 0.0 -0.1 -0.33
H 26.70802 -9.71979 25.73587 -0.1 0.0 0.1 0.46
H 27.98985 -6.26204 25.60591 0.0 0.0 -0.1 0.31
```
Positions in Å, forces in eV/Å.

Output
* DFT total energy: -36858.88699 eV
* ΔE to the lowest compared entry with this formula, charge and spin: 97.8 kJ/mol
* F_max: 4.97 eV Å⁻¹
* M: 427.33 g mol⁻¹
* gap between HOMO and LUMO: 9.88 eV

DFT (ωB97M-V/def2-TZVPD) results for a molecular structure, C18H65HfN3O20S at a distorted geometry.

XYZ file:
```
108
Properties=species:S:1:pos:R:3:forces:R:3:mulliken_charge:R:1
Hf -7.01144 -1.26017 14.55253 5.7 -5.3 5.3 1.21
S -5.54719 -2.68281 16.86022 2.4 -0.7 1.4 -0.35
O -6.89470 -2.18258 16.63707 -6.6 1.2 -0.7 0.72
O -4.91125 -2.00144 17.97206 -0.9 -1.8 -1.5 0.73
O -5.42015 -4.13424 16.89797 -0.7 2.3 -0.1 -0.42
O -5.10546 -2.14363 15.56824 1.9 2.0 -4.4 0.10
C 0.42689 -5.19737 21.31285 -0.7 -0.3 1.7 -0.82
O -0.66998 -4.42419 20.84886 0.8 0.2 -2.0 -0.29
C -1.37056 -5.11002 19.79558 -1.5 0.6 1.6 -1.11
C -2.69971 -4.37407 19.49057 1.2 -1.3 0.5 -0.25
N -2.52288 -3.41596 18.43367 0.3 1.7 0.1 0.27
C -1.78656 -2.24831 19.00767 0.2 0.6 -1.4 -0.56
C -1.66142 -1.09963 17.92989 -0.1 -0.7 0.7 -0.55
O -1.71860 0.20096 18.50737 -0.2 0.0 -0.4 -0.36
C -0.57132 0.53997 19.23567 1.1 0.4 0.7 -0.83
H 1.11507 -5.71281 20.64290 -0.4 0.3 -0.8 0.32
H -0.08675 -5.93197 21.93304 0.6 -0.7 0.2 0.32
H 1.04104 -4.60327 21.98958 -0.2 0.3 -0.1 0.27
H -1.71487 -6.05738 20.21039 0.4 -0.5 -0.1 0.60
H -0.81442 -5.28095 18.87385 0.3 0.2 0.1 0.35
H -3.09481 -3.85634 20.36462 0.1 -0.3 0.5 0.44
H -3.39451 -5.18037 19.25553 -0.3 0.4 -0.5 0.36
H -3.43966 -3.01449 18.29787 0.2 -0.3 -0.1 -0.13
H -0.81437 -2.57184 19.37954 -0.1 0.0 -0.1 0.57
H -2.31905 -1.82423 19.85896 -0.2 0.0 0.2 0.36
H -2.48947 -1.12267 17.22144 -0.2 -0.2 0.1 0.02
H -0.76742 -1.22822 17.31969 0.3 0.1 0.1 0.44
H -0.53112 0.05672 20.21186 -0.1 -0.3 0.0 0.33
H -0.47192 1.60534 19.44355 -0.8 0.1 -0.2 0.29
H 0.35400 0.32930 18.69947 0.0 -0.5 -0.3 0.32
C -13.80923 -0.63522 16.83619 0.5 -1.4 0.7 -0.56
O -13.06314 -1.02841 17.98477 1.4 0.9 1.0 -0.47
C -12.48990 -2.33292 18.00800 0.0 0.7 0.3 0.35
C -11.61284 -2.49195 19.30573 -1.9 -2.0 0.2 -0.99
N -10.69552 -1.45084 19.64449 -0.7 -0.1 -1.1 -0.23
C -9.48851 -1.57923 18.87951 1.4 1.7 0.5 0.05
C -8.59805 -0.34726 19.22398 -1.1 -1.2 0.9 -0.47
O -8.09640 -0.51627 20.54174 0.3 0.6 -0.7 -0.55
C -7.38432 0.64833 20.93432 0.6 0.3 0.8 -0.78
H -13.19439 -0.93125 15.98623 -0.6 -0.1 -0.6 0.11
H -14.01218 0.43436 16.78228 0.2 -0.1 0.5 0.31
H -14.73495 -1.19262 16.97927 -0.4 0.1 -1.1 0.31
H -11.86813 -2.53122 17.13496 0.2 0.3 -0.5 -0.55
H -13.31882 -3.03883 17.95622 0.1 -0.5 0.4 0.64
H -11.09060 -3.44845 19.28386 0.2 -0.1 -0.5 0.24
H -12.30444 -2.69567 20.12322 -0.2 0.6 0.2 0.34
H -11.21435 -0.66925 19.27028 0.2 1.1 0.4 0.43
H -9.57410 -1.51383 17.79484 -0.5 -0.2 -0.7 -0.04
H -8.99047 -2.52124 19.10900 0.1 0.0 0.1 0.14
H -9.25150 0.52512 19.23127 0.0 0.3 -0.3 0.76
H -7.81268 -0.20835 18.48102 0.5 0.0 0.0 -0.07
H -6.58134 0.90855 20.24468 -0.1 0.0 -0.4 0.23
H -6.87229 0.50616 21.88600 -0.3 -0.6 0.0 0.30
H -8.02727 1.51327 21.09740 -0.3 0.0 -0.3 0.37
C -14.65528 -0.63025 12.77612 -0.1 -0.1 0.6 -0.82
O -13.85484 -1.66710 13.39161 -0.8 0.4 0.1 -0.35
C -12.60816 -1.88762 12.81152 -0.3 -1.1 -1.4 -0.48
C -12.21562 -3.38261 12.91536 0.1 0.3 1.8 -0.90
N -11.60578 -3.65971 14.26567 0.8 -0.4 -1.1 -0.13
C -11.09574 -5.04348 14.45203 0.3 1.4 1.5 -1.03
C -10.75865 -5.27156 15.96839 -0.5 -1.2 -1.2 -0.79
O -9.70835 -4.48318 16.52408 -0.3 0.4 -1.1 0.26
C -8.84612 -5.21136 17.36797 -0.1 -0.3 2.1 -0.75
H -14.34279 0.36303 13.09838 0.2 0.0 0.1 0.32
H -15.68967 -0.77124 13.08958 0.2 -0.1 0.3 0.27
H -14.69155 -0.63720 11.68675 0.5 -0.4 -0.1 0.37
H -11.82746 -1.23752 13.20644 0.2 0.2 0.3 0.14
H -12.72832 -1.68428 11.74741 0.4 0.2 -0.3 0.55
H -11.49077 -3.71117 12.17055 0.2 0.4 -0.1 0.49
H -13.09748 -4.00025 12.74525 -0.2 0.1 0.0 0.38
H -12.19894 -3.40131 15.04123 -0.4 0.0 -0.2 0.14
H -10.17597 -5.12834 13.87331 0.1 -0.3 -0.2 0.38
H -11.78519 -5.82863 14.14169 -0.1 0.0 0.0 0.60
H -10.50997 -6.33189 16.01264 0.4 -0.1 0.2 0.48
H -11.68147 -5.23503 16.54733 -0.1 0.6 0.3 0.45
H -8.44020 -6.14913 16.98860 -0.3 0.2 -0.4 0.34
H -9.39725 -5.40474 18.28827 -0.2 -0.6 0.1 0.41
H -8.03134 -4.63119 17.80113 0.1 0.5 -0.8 0.00
O -4.44045 0.37545 18.12480 -1.3 0.9 -0.6 -0.99
H -3.61382 0.56485 18.56870 0.9 0.6 0.1 0.44
H -4.48180 -0.58030 18.09210 0.2 0.0 0.3 0.22
O -5.95207 -5.16628 19.12132 -0.4 -0.8 0.3 -0.73
H -5.77066 -4.82803 18.24444 0.0 -0.3 0.6 0.06
H -6.08954 -4.38459 19.65638 -0.1 0.5 0.6 0.44
O -5.04484 -0.73103 13.32753 -3.5 1.1 0.5 -0.57
H -4.75982 -0.07685 12.68952 -0.2 0.7 -0.3 0.34
H -4.31468 -1.34761 13.38156 2.0 -1.9 0.6 0.27
O -8.75902 -3.00879 14.74830 3.2 3.4 -1.9 -0.31
H -9.45636 -3.17849 14.11493 -1.3 -0.1 -0.6 0.17
H -9.16453 -3.16908 15.60041 -0.7 -1.1 2.0 0.23
O -6.65999 -5.44153 15.16510 -0.4 0.1 -1.2 -0.76
H -6.50835 -6.38484 15.22333 0.0 -0.4 -0.3 0.37
H -6.19405 -5.07667 15.91744 0.1 0.1 0.5 0.38
O -6.11599 -2.30736 20.26216 0.4 -0.9 0.0 -0.77
H -6.89918 -1.76058 20.19984 -0.6 0.4 0.6 0.48
H -5.61886 -2.10577 19.46941 0.1 0.0 0.4 0.15
O -3.02500 -2.37100 13.60565 -0.4 0.5 -0.5 -0.76
H -3.17306 -3.01357 14.29948 -0.1 -0.7 0.9 0.19
H -2.15558 -2.58159 13.26506 0.3 0.1 -0.3 0.34
O -6.18635 -3.26716 13.57144 -0.9 2.5 -0.7 -0.34
H -6.23447 -4.06999 14.09046 -0.4 -1.8 1.4 0.23
H -5.97255 -3.56538 12.68737 0.1 0.2 -0.7 0.31
O -6.28737 0.45477 16.14673 -2.4 -0.7 -3.4 -0.54
H -6.84992 1.20549 16.33695 -0.3 0.6 0.2 0.36
H -5.70445 0.39382 16.90351 2.1 -0.3 1.7 0.17
O -3.07351 -4.48553 15.97569 0.0 -0.2 -2.0 -0.79
H -2.60406 -3.99453 16.65005 0.6 0.2 1.1 0.60
H -3.93803 -4.64622 16.35387 0.5 -0.3 0.0 0.20
```
Positions in Å, forces in eV/Å.

Output
* DFT total energy: -77262.79266 eV
* ΔE to the lowest compared entry with this formula, charge and spin: 231.3 kJ/mol
* F_max: 9.42 eV Å⁻¹
* charge: +2
* M: 854.28 g mol⁻¹
* gap between HOMO and LUMO: 2.53 eV